1.
Below is a structure of composition C41H38N6PSnTe, with properties calculated with ωB97M-V/def2-TZVPD.

Values from the calculation:
- Frontier orbital gap: 6.96 eV
- Net charge: +1
- E_HOMO: -0.361 hartree

XYZ file:
```
88
Properties=species:S:1:pos:R:3:forces:R:3
Sn -1.0030 -0.3303 -0.2388 -0.076 0.088 0.315
N 0.7373 -5.1603 -0.6929 -0.146 0.016 0.066
C 0.6995 -3.8753 -0.2859 0.238 -0.119 -0.127
N -0.1894 -3.3413 0.4732 -0.115 0.075 -0.046
C -1.2401 -4.1531 0.9142 0.008 0.044 0.027
N -2.2129 -3.6942 1.5971 -0.133 -0.150 -0.030
N -2.2060 -2.4740 2.1732 -0.048 0.099 0.091
C -3.0265 -1.5845 1.7676 0.127 -0.151 -0.001
C -3.8030 -1.6678 0.5027 -0.009 0.123 -0.092
C -5.1852 -1.5682 0.4951 -0.023 -0.157 0.014
C -5.8585 -1.6134 -0.7141 -0.025 -0.006 0.047
C -5.1294 -1.7513 -1.8833 0.020 0.010 -0.030
C -3.7513 -1.8043 -1.7954 0.115 -0.057 -0.036
N -3.0889 -1.7583 -0.6353 -0.114 0.141 0.017
C -1.2338 -5.5894 0.5739 -0.006 0.026 0.023
C -2.1814 -6.4854 1.0700 -0.032 0.026 -0.030
C -2.1154 -7.8236 0.7416 -0.006 -0.013 -0.008
C -1.0953 -8.2917 -0.0872 -0.007 -0.004 0.014
C -0.1429 -7.4242 -0.5811 -0.029 0.008 -0.030
C -0.2199 -6.0763 -0.2442 0.078 0.049 -0.001
H 1.4902 -5.4716 -1.2815 0.041 -0.033 -0.002
H 1.5196 -3.2625 -0.6540 -0.025 0.099 0.095
H -3.1721 -0.7261 2.4192 0.084 0.053 -0.115
H -5.7191 -1.4740 1.4312 0.012 0.024 -0.007
H -6.9375 -1.5364 -0.7436 0.017 -0.009 0.002
H -5.6126 -1.7888 -2.8496 0.019 -0.003 0.016
H -3.1452 -1.8678 -2.6928 -0.010 0.000 0.028
H -2.9622 -6.1046 1.7141 0.015 -0.005 -0.001
H -2.8532 -8.5123 1.1304 0.015 0.006 -0.004
H -1.0420 -9.3427 -0.3378 -0.005 0.008 -0.008
H 0.6557 -7.7815 -1.2205 -0.003 0.007 0.019
N 0.4883 -0.2519 -2.3241 0.101 -0.066 0.040
C 1.6835 0.5532 -2.4994 -0.057 0.003 -0.018
C 1.8182 1.3190 -3.6472 0.030 -0.014 -0.029
C 2.9858 2.0357 -3.8688 -0.028 -0.003 -0.011
C 4.0216 1.9739 -2.9501 -0.003 0.004 0.017
C 3.8661 1.2330 -1.7869 -0.033 0.088 0.047
C 2.6892 0.5375 -1.5277 -0.009 -0.134 -0.060
P 2.3542 -0.3511 0.0399 0.035 -0.034 -0.064
C 1.5834 1.0131 0.9953 -0.003 -0.057 0.066
C 1.4477 2.3240 0.5401 0.085 0.002 0.034
C 0.8581 3.2907 1.3480 0.076 -0.011 0.040
C 0.3953 2.9566 2.6106 0.032 -0.061 -0.006
C 0.5041 1.6456 3.0663 0.003 0.044 -0.002
C 1.0839 0.6799 2.2611 0.074 -0.008 0.042
C 3.9948 -0.5283 0.8127 0.030 0.111 -0.027
C 4.5848 0.4545 1.6062 0.001 0.004 -0.005
C 5.8426 0.2483 2.1545 -0.005 0.001 -0.001
C 6.5236 -0.9368 1.9113 0.010 0.013 -0.001
C 5.9414 -1.9234 1.1281 -0.006 -0.019 -0.008
C 4.6790 -1.7225 0.5901 -0.007 0.017 0.011
H -0.1339 -0.1234 -3.1161 -0.004 0.021 -0.013
H 0.7670 -1.2288 -2.2856 -0.008 -0.065 -0.094
H 1.0192 1.3402 -4.3809 0.025 -0.011 0.011
H 3.0894 2.6233 -4.7715 -0.005 -0.004 0.012
H 4.9438 2.5102 -3.1310 -0.016 -0.004 0.009
H 4.6602 1.2142 -1.0507 0.012 -0.019 -0.021
H 1.8257 2.6061 -0.4355 -0.040 0.003 0.007
H 0.7622 4.3076 0.9864 0.010 -0.121 0.015
H -0.0570 3.7154 3.2377 0.008 -0.034 -0.027
H 0.1403 1.3788 4.0505 0.003 -0.003 -0.007
H 1.1759 -0.3396 2.6224 -0.047 -0.008 -0.020
H 4.0606 1.3827 1.8004 -0.008 -0.008 -0.006
H 6.2916 1.0155 2.7725 -0.005 -0.015 -0.014
H 7.5066 -1.0934 2.3367 -0.021 -0.003 0.001
H 6.4648 -2.8537 0.9473 -0.007 0.023 0.000
H 4.2161 -2.5033 -0.0039 0.015 0.006 -0.006
C -0.9347 7.2256 1.0206 0.013 -0.010 0.002
C -1.2722 5.8531 0.5061 -0.102 0.022 -0.009
C -1.9782 4.9459 1.2824 -0.027 0.030 -0.038
C -2.3327 3.6841 0.8086 -0.025 0.019 -0.057
C -3.0810 2.7553 1.7270 -0.007 0.039 -0.013
C -1.9716 3.3308 -0.4969 0.003 0.071 -0.021
Te -2.7645 1.5540 -1.3526 -0.084 0.000 -0.048
C -1.2191 4.2110 -1.2878 0.032 -0.002 0.035
C -0.7560 3.8581 -2.6755 -0.047 0.020 -0.015
C -0.8875 5.4586 -0.7704 0.030 -0.015 0.001
H -1.1983 7.3308 2.0722 0.002 -0.003 -0.003
H -1.4762 7.9909 0.4617 0.002 -0.007 0.003
H 0.1300 7.4385 0.9127 0.002 -0.001 -0.002
H -2.2680 5.2249 2.2901 -0.005 0.000 -0.006
H -3.1620 3.1893 2.7229 -0.009 0.003 0.001
H -2.5683 1.7945 1.8155 0.018 -0.003 0.021
H -4.0867 2.5479 1.3565 0.004 -0.007 -0.014
H -0.3395 2.8501 -2.7078 0.006 0.041 0.017
H 0.0073 4.5595 -3.0124 -0.014 -0.004 -0.004
H -1.5826 3.8870 -3.3903 0.005 -0.023 0.026
H -0.3123 6.1432 -1.3860 -0.012 -0.006 0.008
```
Forces are in eV/Å.


2.
Below is a structure of composition C37H39Cl5N2Pd at a distorted geometry, with properties calculated with ωB97M-V/def2-TZVPD.

Values from the calculation:
- Frontier orbital gap (alpha / beta): 4.27 / 4.29 eV
- Net charge: +2
- E_HOMO (alpha / beta): -0.495 / -0.495 hartree

XYZ file:
```
84
Properties=species:S:1:pos:R:3:forces:R:3
Pd -1.8190 -0.6145 -0.0654 -1.432 -1.170 1.996
Cl -3.8096 -2.4712 -0.5400 0.400 0.162 -0.486
C -3.4638 -2.5238 1.1525 0.216 0.215 0.099
C -2.7221 -1.4650 1.6279 0.730 0.108 -0.816
C -2.6228 -1.2920 2.9960 0.125 0.456 -0.171
Cl -2.1016 0.2100 3.6434 0.281 0.145 0.016
C -3.0970 -2.2820 3.8628 -0.121 -0.147 -0.113
Cl -2.9026 -2.1027 5.5506 -0.018 0.032 -0.035
C -3.7535 -3.4057 3.3491 -0.026 0.048 -0.039
Cl -4.3684 -4.5960 4.4008 0.035 -0.055 0.010
C -3.9707 -3.5178 1.9712 -0.028 -0.023 0.228
Cl -4.8383 -4.8283 1.3081 -0.010 0.055 -0.055
C 2.1256 3.6741 -1.5460 0.016 -0.087 0.109
C 1.4147 3.4088 -0.2100 0.096 0.327 -0.148
C 2.0729 4.2279 0.9066 -0.008 -0.183 -0.020
C -0.0680 3.7228 -0.3603 -0.270 -0.426 0.247
C -0.4109 5.0211 -0.7150 -0.002 0.025 -0.073
C -1.7090 5.3682 -1.0283 0.044 -0.014 -0.035
C -2.6873 4.3874 -1.0530 0.067 0.131 -0.051
C -2.4146 3.0775 -0.6980 0.113 -0.280 0.165
C -3.5618 2.0875 -0.8005 0.168 -0.134 0.247
C -4.0247 1.5826 0.5732 -0.128 0.049 -0.233
C -3.2667 0.9800 -1.8192 -0.110 0.247 -0.035
C -1.1073 2.7543 -0.2527 -0.104 1.087 -0.157
N -0.7937 1.5031 0.3093 0.013 -1.292 0.357
C -0.0302 1.4774 1.3365 -0.367 0.831 -0.221
C 0.6607 0.3252 1.8924 -0.142 -0.551 0.326
C 1.2483 0.4911 3.1413 -0.309 0.193 -0.332
C 1.9030 -0.5441 3.7921 0.133 -0.465 -0.056
C 2.0300 -1.7856 3.1736 0.068 0.162 0.485
C 1.5796 -1.9533 1.8883 -0.041 0.114 -0.514
C 0.8933 -0.9116 1.2102 0.636 0.265 0.631
N 0.5002 -1.1417 -0.0647 -0.034 -1.214 -0.950
C 1.3350 -1.8010 -0.8780 0.002 0.573 0.613
C 0.8444 -2.7724 -1.8435 -0.264 -0.051 -0.471
C 1.7499 -3.4454 -2.6191 -0.129 0.026 0.073
C 3.1236 -3.2187 -2.5011 0.002 0.169 0.085
C 3.6096 -2.2561 -1.6310 0.148 0.011 -0.008
C 2.7710 -1.5082 -0.8338 0.378 -0.194 0.403
C 3.3864 -0.3300 -0.1109 0.202 0.152 -0.051
C 4.4765 -0.7811 0.8750 -0.080 -0.028 -0.046
C 3.9738 0.6576 -1.1316 -0.089 -0.116 -0.067
C -0.6125 -3.1287 -1.9672 -0.096 -0.037 0.093
C -0.8494 -4.6320 -2.1316 0.044 0.021 0.002
C -1.2248 -2.3434 -3.1367 0.124 0.016 0.066
H 3.1767 3.3891 -1.4771 -0.029 0.083 -0.018
H 2.0825 4.7307 -1.8066 0.005 0.003 -0.030
H 1.6664 3.1062 -2.3570 -0.002 0.017 -0.016
H 1.5546 2.3508 0.0192 0.023 -0.022 -0.042
H 2.0911 5.2870 0.6522 -0.012 0.018 0.023
H 3.1052 3.9050 1.0516 0.020 0.042 0.001
H 1.5442 4.1264 1.8563 0.016 0.027 0.018
H 0.3651 5.7742 -0.7516 -0.002 0.013 -0.057
H -1.9505 6.3877 -1.2961 -0.019 0.004 0.034
H -3.6940 4.6531 -1.3498 -0.003 -0.038 -0.015
H -4.4038 2.6437 -1.2161 0.040 0.036 -0.035
H -3.2635 0.9836 1.0767 0.004 0.033 0.058
H -4.9335 0.9845 0.4798 0.028 -0.039 0.005
H -4.2464 2.4303 1.2224 0.002 -0.026 0.036
H -2.4117 0.3349 -1.5072 -0.438 0.641 -1.041
H -2.9849 1.4101 -2.7801 0.038 -0.036 -0.004
H -4.1395 0.3450 -1.9703 0.063 -0.102 0.048
H 0.1437 2.4119 1.8766 0.139 -0.021 -0.071
H 1.1616 1.4537 3.6301 -0.026 0.004 -0.007
H 2.3040 -0.3914 4.7850 -0.021 0.013 0.007
H 2.5055 -2.6077 3.6919 0.007 0.012 -0.003
H 1.6957 -2.9006 1.3753 -0.097 -0.026 0.074
H 1.4012 -4.1944 -3.3158 0.015 -0.013 0.048
H 3.8141 -3.7865 -3.1117 0.007 -0.018 -0.002
H 4.6742 -2.0699 -1.5940 -0.015 0.044 -0.059
H 2.6253 0.2080 0.4474 0.108 -0.013 -0.043
H 5.3277 -1.2126 0.3489 0.025 0.025 -0.001
H 4.0966 -1.5233 1.5734 0.104 0.001 -0.002
H 4.8363 0.0756 1.4440 0.010 0.013 -0.037
H 4.7845 0.2060 -1.7030 0.023 0.024 0.004
H 4.3767 1.5237 -0.6069 -0.007 -0.007 0.009
H 3.2106 0.9999 -1.8321 0.039 0.024 0.000
H -1.1004 -2.8410 -1.0373 -0.103 0.085 0.067
H -0.5114 -4.9872 -3.1051 -0.040 -0.037 0.008
H -1.9153 -4.8439 -2.0636 -0.029 0.020 0.000
H -0.3384 -5.2032 -1.3557 -0.014 -0.019 -0.020
H -0.7454 -2.6304 -4.0736 0.014 0.007 -0.003
H -1.0861 -1.2663 -3.0122 -0.080 0.023 -0.050
H -2.2869 -2.5672 -3.2310 -0.025 0.051 0.051
```
Forces are in eV/Å.


3.
Below is an isolated molecule of C10H8N2 at a distorted geometry, with properties calculated with ωB97M-V/def2-TZVPD.

Values from the calculation:
- Frontier orbital gap: 9.90 eV
- Structure (SMILES): c1ccc(-c2ncccn2)cc1
- E_HOMO: -0.333 hartree

XYZ file:
```
20
Properties=species:S:1:pos:R:3:forces:R:3
C -2.0087 2.7564 -0.0760 -0.036 1.569 -2.221
C -1.4577 2.3052 1.1213 -1.768 2.646 3.027
C -0.6307 1.2106 1.2190 -0.544 -1.244 -2.234
C -0.3617 0.5006 0.0108 0.721 0.064 -0.190
C -0.8135 0.9569 -1.2623 1.585 -1.946 -1.707
C -1.6324 2.0590 -1.3503 0.930 0.019 6.981
C 0.5147 -0.7426 -0.0105 0.278 0.546 1.430
C 0.6641 -2.9445 0.2334 4.685 -1.394 -0.456
C 2.0734 -2.9067 0.0920 1.996 -2.125 -0.156
C 2.6337 -1.6437 -0.0164 -0.009 -0.430 -1.219
H -2.6474 3.8363 -0.1472 1.711 -3.507 0.284
H -1.7592 2.8404 2.2520 0.848 -1.358 -3.724
H -0.4087 0.8883 2.2184 0.638 -0.473 -0.024
H -0.3806 0.3165 -2.3262 -1.661 2.060 3.500
H -2.1793 2.2896 -2.1284 -2.065 1.400 -4.305
H 0.1170 -3.7786 0.3028 -1.295 -3.815 0.455
H 2.7837 -3.9188 0.0025 -2.228 2.919 0.448
H 3.7410 -1.5276 -0.2513 -1.582 0.153 0.690
N -0.0680 -1.9442 0.2072 -2.826 5.144 -0.512
N 1.8202 -0.5530 -0.0909 0.624 -0.226 -0.066
```
Forces are in eV/Å.


4.
Below is a cluster of 2 separate species, C4H10N in total, with properties calculated with ωB97M-V/def2-TZVPD.

Values from the calculation:
- Frontier orbital gap: 8.26 eV
- Net charge: +1
- E_HOMO: -0.500 hartree

XYZ file:
```
15
Properties=species:S:1:pos:R:3:forces:R:3
C -0.6736 1.6330 -0.9753 -0.092 -0.781 0.136
C -1.2018 0.6848 1.2420 0.176 -0.130 -0.090
N -1.2817 1.6021 0.3662 -0.976 -0.049 -0.180
H -0.0742 2.5294 -1.0883 -0.124 0.130 -0.022
H -1.5019 1.5734 -1.6793 0.128 0.305 -0.150
H -0.0598 0.7430 -1.1056 0.095 0.073 0.099
H -0.6206 -0.2114 1.0474 0.245 0.238 0.074
H -1.7385 0.7941 2.1761 -0.155 -0.030 -0.070
H -2.0360 2.2827 0.5055 0.652 0.264 0.217
C 1.1775 -1.6524 0.0295 -0.312 -0.882 -0.286
C 2.0743 -2.4461 -0.5437 0.191 0.773 0.212
H 0.1367 -1.9540 -0.0571 -0.122 0.201 0.120
H 1.4255 -0.7961 0.6376 0.262 0.129 -0.012
H 1.7884 -3.3230 -1.1051 -0.009 -0.025 -0.008
H 3.1259 -2.1944 -0.4780 0.042 -0.216 -0.039
```
Forces are in eV/Å.


Results for ΔE to the lowest compared entry with this formula, charge and spin: 31.9 34.7 71.6 51.0 (in kcal per mole, following the order of the records).